Below is a structure of composition C53H76N8ORbS, with properties calculated with ωB97M-V with the def2-TZVPD basis set.

## Properties
Orbital gap, eV: 5.476
DFT total energy, eV: -81654.00645
Net charge: -1

Geometry (Å):
Rb 0.6293 0.6156 -0.2138
C 4.1460 0.9293 -1.5357
C 3.3130 1.1099 -2.6503
C 2.5463 2.2952 -2.4061
C 2.9594 2.7863 -1.1522
C 3.9459 1.9595 -0.6083
C 4.8037 2.2519 0.6030
C 6.1325 2.8566 0.1098
C 4.1242 3.2380 1.5580
C 5.1177 0.9892 1.4130
C 1.6820 3.1739 -3.3065
C 0.6082 2.4414 -4.1232
C 0.9060 4.2104 -2.4760
C 2.6033 3.9733 -4.2487
C 3.3149 0.0982 -3.7886
C 2.0174 -0.7274 -3.7826
C 3.5494 0.7336 -5.1692
C 4.4635 -0.9135 -3.6335
H 4.8792 0.1462 -1.4215
H 2.6373 3.7141 -0.7043
H 5.9372 3.7334 -0.5036
H 6.6650 2.1306 -0.5013
H 6.7739 3.1450 0.9452
H 3.9792 4.2079 1.0889
H 4.7404 3.3800 2.4477
H 3.1546 2.8496 1.8729
H 5.5225 0.2060 0.7775
H 4.2167 0.6219 1.9011
H 5.8552 1.2144 2.1853
H -0.1099 1.9680 -3.4535
H 1.0233 1.6899 -4.7810
H 0.0698 3.1562 -4.7499
H 0.3187 3.7200 -1.7019
H 0.2322 4.7600 -3.1338
H 1.5718 4.9302 -2.0103
H 3.1642 3.3215 -4.9083
H 3.3183 4.5419 -3.6582
H 2.0281 4.6706 -4.8598
H 1.1351 -0.0999 -3.8411
H 1.9581 -1.3018 -2.8571
H 2.0054 -1.4244 -4.6234
H 2.7239 1.3573 -5.4911
H 3.6872 -0.0405 -5.9272
H 4.4526 1.3414 -5.1383
H 4.3241 -1.5292 -2.7502
H 5.4229 -0.4057 -3.5713
H 4.4871 -1.5800 -4.4981
C 2.8523 -1.5744 0.6495
N 2.9893 -2.8549 0.0129
C 4.3156 -3.2703 -0.3688
C 4.0389 -4.5356 -1.1690
N 2.6568 -4.3833 -1.5884
C 2.0500 -5.6239 -1.9933
C 2.0408 -3.3778 -0.8237
N 0.8600 -2.9040 -0.8371
C -0.2505 -3.4732 -1.5401
C -1.5045 -2.5965 -1.3663
N -1.9084 -2.4897 0.0052
C -2.7246 -3.2439 0.6106
N -2.9756 -3.0507 1.9504
C -2.5422 -1.8796 2.6601
C -4.2123 -3.6747 2.3413
C -4.3642 -4.7649 1.2862
N -3.5767 -4.2819 0.1618
C -3.1283 -5.3523 -0.6967
H 3.3683 -1.6072 1.6066
H 1.7985 -1.3900 0.8326
H 3.2727 -0.7744 0.0298
H 4.9312 -3.4520 0.5172
H 4.8122 -2.4997 -0.9761
H 4.1487 -5.4287 -0.5333
H 4.6879 -4.6431 -2.0434
H 2.6619 -6.0484 -2.7939
H 1.0491 -5.4639 -2.3727
H 2.0058 -6.3511 -1.1669
H -0.4795 -4.4730 -1.1411
H -0.0576 -3.5643 -2.6223
H -2.3027 -2.9812 -2.0225
H -1.2549 -1.5806 -1.6911
H -1.7046 -1.4398 2.1211
H -2.2094 -2.1607 3.6613
H -3.3540 -1.1483 2.7542
H -5.0502 -2.9591 2.3011
H -4.1472 -4.0665 3.3605
H -5.4036 -4.9211 0.9804
H -3.9718 -5.7246 1.6556
H -3.9996 -5.9449 -0.9827
H -2.4123 -6.0170 -0.1886
H -2.6703 -4.9662 -1.5999
O -3.2264 1.2190 1.2612
H -2.6977 1.7440 1.8865
H -2.8151 0.3500 1.2449
N -1.8905 1.9924 -1.2920
S -2.4946 3.1011 -2.1824
C -3.0544 4.4716 -1.1097
C -2.3697 5.6721 -1.2048
C -2.6850 6.7143 -0.3508
C -3.6864 6.5542 0.5946
C -4.3774 5.3553 0.6763
C -4.0620 4.3086 -0.1732
C -4.1918 2.6168 -2.6867
C -4.7011 1.3923 -2.2914
C -5.9439 0.9907 -2.7448
C -6.6640 1.8033 -3.6097
C -6.1415 3.0254 -4.0078
C -4.9055 3.4367 -3.5469
H -2.4513 1.7972 -0.4648
H -1.5775 5.7735 -1.9280
H -2.1468 7.6494 -0.4169
H -3.9178 7.3582 1.2783
H -5.1632 5.2330 1.4090
H -4.5790 3.3654 -0.0867
H -4.1155 0.7652 -1.6327
H -6.3471 0.0394 -2.4332
H -7.6284 1.4800 -3.9744
H -6.7006 3.6519 -4.6858
H -4.4883 4.3861 -3.8469
C -2.2709 3.5536 4.2593
C -2.0243 2.4601 5.0826
C -1.2133 1.4291 4.6734
C -0.5937 1.4310 3.3953
C -0.8641 2.5588 2.5788
C -1.6744 3.5895 3.0077
N 0.1044 0.3972 2.9020
C 0.8237 -0.4233 3.7059
C 0.9822 -1.7865 3.3800
C 1.8012 -2.6090 4.1216
C 2.5026 -2.1243 5.2172
C 2.3652 -0.7857 5.5547
C 1.5430 0.0443 4.8306
H -2.9145 4.3584 4.5882
H -2.4816 2.4194 6.0646
H -1.0471 0.5820 5.3254
H -0.3831 2.6147 1.6040
H -1.8439 4.4412 2.3567
H 0.4490 -2.1884 2.5285
H 1.8991 -3.6527 3.8457
H 3.1491 -2.7749 5.7920
H 2.9185 -0.3853 6.3974
H 1.4617 1.0904 5.0967

---

Below is the molecule C5H10O2, with properties calculated with ωB97M-V with the def2-TZVPD basis set.

## Properties
Orbital gap, eV: 9.097
DFT total energy, eV: -9437.88180

Geometry (Å):
C -2.1847 0.8148 -0.7843
O -1.1519 -0.0228 -0.3292
C 0.1030 0.5402 -0.5135
C 1.2594 1.0617 1.8801
O 1.8586 0.2423 1.0740
C 1.2513 -0.3579 -0.0890
C 0.9846 -1.8008 0.1910
H -2.2258 1.7647 -0.2380
H -2.1000 1.0496 -1.8534
H -3.1203 0.2872 -0.6220
H 0.2403 0.8310 -1.5514
H 0.1490 0.8880 1.7337
H 0.2315 1.5017 0.0433
H 2.0482 -0.2957 -0.8319
H 0.6373 -2.2780 -0.7197
H 1.8806 -2.3217 0.5370
H 0.2111 -1.8832 0.9454

---

Below is a structure of composition C29H20CaClN7O13, with properties calculated with ωB97M-V with the def2-TZVPD basis set.

## Properties
Orbital gap, eV: 7.701
DFT total energy, eV: -98400.35083

Geometry (Å):
Ca -1.4592 -0.7563 -1.1633
O 1.0470 5.5716 -2.4313
C 2.0951 5.0526 -1.7514
O 2.9671 5.7553 -1.3079
C 2.0021 3.6050 -1.5891
C 3.0496 2.7683 -1.2158
Cl 4.6262 3.1772 -0.7414
N 2.5877 1.5050 -1.2186
N 1.2866 1.4712 -1.5512
C 0.9103 2.7120 -1.7798
C -1.5095 1.8524 -1.6933
O -2.4869 2.9083 -1.4188
O -1.8808 0.8819 -2.4685
C 3.2382 0.2867 -0.9244
C 4.4786 -0.0004 -1.4723
C 5.0622 -1.2268 -1.2016
C 4.4008 -2.1596 -0.4192
C 3.1489 -1.8670 0.1043
C 2.5626 -0.6356 -0.1368
H 1.2022 6.5263 -2.4811
H 4.9718 0.7103 -2.1187
H 6.0278 -1.4593 -1.6277
H 4.8515 -3.1230 -0.2304
H 2.6197 -2.6019 0.6937
H 1.5814 -0.3898 0.2624
O -0.7754 1.8800 5.7876
C -0.3376 0.5540 5.5932
C -0.4338 0.2030 4.1357
C -0.3212 -1.1131 3.7143
C -0.3946 -1.3871 2.3550
N -0.5711 -0.4563 1.4301
C -0.6800 0.8201 1.8311
C -0.6162 1.1847 3.1685
C -0.9126 1.8196 0.7295
C -0.8090 3.2506 0.9802
C -1.0187 4.1954 0.0537
C -0.8973 5.6458 0.4641
O -1.9011 6.0194 1.3891
C -1.4396 3.8936 -1.3586
C -0.5025 2.9437 -2.1315
N -1.1479 1.2644 -0.3849
H -0.7695 2.0798 6.7274
H -0.9409 -0.1565 6.1734
H 0.7102 0.4390 5.9066
H -0.1831 -1.9203 4.4208
H -0.3016 -2.4045 1.9912
H -0.7289 2.2100 3.4757
H -0.5322 3.5685 1.9764
H -0.9253 6.2923 -0.4198
H 0.0535 5.8165 0.9760
H -2.7619 5.7993 1.0161
H -1.7276 4.8084 -1.8770
H -0.6367 3.0973 -3.2032
O -4.7600 -7.3185 -1.6719
N -3.5499 -7.4388 -1.6236
O -2.9553 -8.4979 -1.5982
C -2.7645 -6.2217 -1.5178
C -3.4201 -4.9943 -1.5064
C -2.6437 -3.8695 -1.3868
C -1.2129 -3.8373 -1.3305
O -0.5450 -2.7730 -1.3328
C -0.6481 -5.1468 -1.3151
C -1.3787 -6.3052 -1.4177
N 0.8062 -5.2426 -1.1646
O 1.4526 -5.5801 -2.1312
O 1.2523 -4.8960 -0.0905
N -3.2593 -2.5612 -1.3355
O -3.1686 -1.9534 -0.2734
O -3.6899 -2.0565 -2.3390
H -4.4962 -4.9478 -1.5774
H -0.8971 -7.2717 -1.4262

---

Energy above the lowest of the compared OMol25 structures with the same formula, charge and spin values, unit eV, following the record order: 0.617; 5.161; 3.660.
HOMO energy values, unit eV, following the record order: -3.5; -8.4; -9.1.